Formula: C3H5NOS2
Source: the OMol25 dataset
Level of theory: ωB97M-V/def2-TZVPD

XYZ file:
```
12
Properties=species:S:1:pos:R:3
S -2.600 -0.411 -0.159
S 3.277 0.509 0.001
O 1.304 -0.926 -0.026
N -0.822 -0.215 -0.270
C 1.694 0.293 -0.081
C -2.888 1.472 0.244
C -0.093 -1.214 0.331
H -4.121 1.605 -0.263
H -1.810 2.274 -0.285
H -0.176 -2.444 0.935
H -2.736 1.571 1.447
H 1.037 1.042 -0.164
```

Its total energy is -28393.6550 eV. Its gap between HOMO and LUMO is 8.36 eV.



Formula: C41H50As3F3N2NiSb
Source: the OMol25 dataset
Level of theory: ωB97M-V/def2-TZVPD

XYZ file:
```
101
Properties=species:S:1:pos:R:3
Sb -0.034 -2.229 -0.279
As -2.492 0.728 -0.032
As -3.120 5.546 2.058
As 0.227 2.874 -0.414
Ni -0.061 0.342 -0.039
F 1.847 -4.985 -5.545
F 3.146 -5.457 4.000
F -5.243 -5.658 0.039
N 0.436 0.474 1.891
N 2.075 0.412 -0.242
C -4.119 -4.937 -0.036
C 6.490 -0.961 -1.459
C -3.600 4.703 -1.353
C 2.666 -3.399 2.989
C 0.701 -3.148 -2.076
C -0.119 0.496 3.106
C 0.423 -2.558 -3.305
C -3.519 -4.509 1.134
C 1.784 0.724 2.057
C 2.606 0.669 0.909
C 0.837 -4.703 1.347
C 0.812 -3.169 -4.488
C 0.847 0.764 4.086
C -2.360 -3.753 1.045
C -2.683 3.755 -0.563
C -1.810 -3.439 -0.196
C -3.453 7.043 0.823
C 1.474 -4.379 -4.412
C 1.954 -2.687 2.037
C 1.042 -3.332 1.208
C 1.386 -4.356 -2.033
C -3.460 -0.530 -1.167
C -3.080 2.335 -1.012
C -1.245 6.027 2.399
C 6.313 -2.290 -1.108
C -2.896 3.871 0.957
C 1.560 3.625 -1.639
C 2.916 0.331 -1.437
C 5.396 -0.110 -1.551
C 0.857 3.715 1.227
C 5.037 -2.766 -0.839
C -1.239 4.087 -0.956
C 2.457 -4.760 3.091
C -3.651 0.636 1.533
C 3.949 -1.915 -0.934
C -2.432 -3.892 -1.355
C 2.059 0.907 3.420
C 1.772 -4.985 -3.205
C -3.593 -4.647 -1.282
C 1.551 -5.428 2.287
C 4.115 -0.583 -1.296
H -0.106 -1.611 -3.347
H 3.278 1.328 -1.704
H -0.976 5.072 -0.563
H 2.286 -0.016 -2.260
H -1.172 4.142 -2.047
H -2.093 3.316 1.461
H -4.647 0.984 1.264
H 0.628 -2.720 -5.454
H -2.009 -3.671 -2.327
H 7.483 -0.583 -1.663
H 3.027 1.113 3.851
H -2.642 7.196 0.112
H 1.493 3.157 -2.620
H 2.959 -2.295 -0.725
H -1.173 0.304 3.250
H -0.695 6.245 1.483
H 7.166 -2.953 -1.048
H 1.392 4.696 -1.743
H -4.470 -0.164 -1.351
H 1.638 -4.807 -1.082
H 1.410 -6.494 2.403
H -4.172 2.268 -1.014
H 1.900 3.447 1.380
H -0.738 5.240 2.955
H -3.208 5.716 -1.362
H -2.746 2.175 -2.043
H -3.955 -4.767 2.089
H -4.601 4.719 -0.918
H 0.669 0.839 5.146
H -1.248 6.925 3.017
H 2.111 -1.621 1.953
H 2.291 -5.934 -3.196
H 5.549 0.927 -1.831
H -3.823 3.343 1.197
H -2.945 -0.642 -2.123
H 3.368 -2.909 3.650
H 0.287 3.354 2.082
H 0.111 -5.216 0.727
H -3.520 -1.504 -0.691
H 0.770 4.797 1.149
H -3.686 4.372 -2.390
H -4.090 -5.012 -2.170
H 2.559 3.465 -1.237
H -4.397 6.936 0.295
H 4.884 -3.801 -0.560
H 3.685 0.804 1.008
H -3.707 -0.407 1.847
H -3.524 7.930 1.454
H -3.261 1.235 2.352
H -1.874 -3.417 1.954
```

The total charge is +1. The multiplicity is 3. Its total energy is -284551.3833 eV. Its expectation value of S² is 2.009. Its gap between HOMO and LUMO (alpha / beta) is 8.01 / 6.81 eV.



Formula: H12O18S3Zn
Source: the OMol25 dataset
Level of theory: ωB97M-V/def2-TZVPD

XYZ file:
```
34
Properties=species:S:1:pos:R:3
Zn -0.199 -0.419 -0.234
S -1.893 1.618 -3.533
S -3.527 -1.484 2.227
S 2.153 -1.984 2.937
O -0.639 1.906 -4.181
O -1.651 4.191 -0.002
O 2.621 -0.797 3.631
O -2.702 2.851 -3.458
O 3.492 -3.822 -1.202
O 2.008 0.788 -1.693
O 3.209 2.749 1.479
O -3.344 -0.408 3.213
O -3.389 -2.752 2.926
O -2.489 -1.379 1.245
O 1.838 -1.663 1.535
O -0.500 -2.427 -2.148
O -1.693 1.249 -2.109
O 3.131 -3.074 2.914
O 0.922 -2.457 3.565
O -4.780 -1.340 1.497
O -2.623 0.526 -4.227
O -0.165 1.505 1.867
H 2.977 -4.440 -1.721
H -0.610 2.352 1.827
H -1.292 -2.955 -2.250
H -1.842 3.405 -0.514
H 2.896 1.087 -1.498
H 3.679 3.131 0.737
H 2.381 2.444 1.107
H -2.331 4.815 -0.258
H 2.845 -3.217 -0.839
H -0.159 -2.331 -3.038
H -0.180 1.269 2.795
H 1.856 1.063 -2.598
```

The total charge is -4. Its total energy is -117963.1568 eV. Its gap between HOMO and LUMO is 3.65 eV.



Formula: C26H21N3
Source: the OMol25 dataset
Level of theory: ωB97M-V/def2-TZVPD

XYZ file:
```
50
Properties=species:S:1:pos:R:3
N 2.489 2.055 1.828
N 5.395 1.259 -1.717
N 2.142 -2.428 2.624
C 1.870 1.081 2.045
C -2.944 0.023 3.537
C 3.300 0.418 -1.688
C 3.761 -1.099 0.373
C 4.703 -1.381 1.363
C 2.034 -2.287 -1.930
C 1.375 -3.504 -1.827
C 5.951 -0.737 1.381
C -0.237 -0.020 2.788
C -0.765 -2.377 -1.855
C 5.376 0.359 -0.652
C -2.257 1.228 3.311
C 4.091 -0.209 -0.632
C 1.763 -1.321 2.470
C 6.310 0.138 0.354
C -0.919 -1.224 3.111
C 4.019 2.147 -3.556
C -0.676 -4.840 -1.312
C -0.918 1.214 2.922
C 1.137 -0.082 2.330
C 1.917 0.218 -1.883
C 4.208 1.298 -2.363
C -0.128 -1.155 -2.011
C -0.017 -3.552 -1.668
C -2.257 -1.200 3.488
C 1.295 -1.062 -1.912
H 6.617 -0.916 2.224
H 2.771 -1.538 0.323
H 4.483 -2.099 2.145
H -1.858 -2.447 -1.870
H -0.399 2.145 2.699
H -0.408 -2.183 3.036
H -4.012 0.032 3.771
H 4.907 2.084 -4.202
H 6.202 1.807 -1.992
H 7.262 0.665 0.328
H 1.953 -4.432 -1.828
H -2.783 2.180 3.404
H 3.124 -2.256 -2.008
H -0.707 -0.240 -2.188
H -0.295 -5.177 -0.345
H 3.151 1.787 -4.114
H -1.753 -4.695 -1.244
H 1.297 1.087 -2.113
H -0.461 -5.625 -2.042
H 3.860 3.201 -3.277
H -2.771 -2.137 3.709
```

Its total energy is -31770.3440 eV. Its gap between HOMO and LUMO is 3.23 eV.



Result set for energy above the lowest of the compared OMol25 structures with the same formula, charge and spin: 151.64; 12.18; 139.32; 39.71 kcal per mole, one per record in the order listed.